Molecular formula: C3H5NO4
Method: DFT, wB97M-V/def2-TZVPD

```
13
Properties=species:S:1:pos:R:3:mulliken_charge:R:1
C 0.280 0.394 -0.094 -0.62
C -0.585 -0.943 -0.321 -0.31
C 0.108 0.850 1.272 -0.33
N 0.827 0.221 2.311 1.07
O 1.420 -0.806 2.030 -0.59
O 0.820 0.753 3.401 -0.60
O -1.835 -0.655 0.154 -0.06
O -1.788 -0.500 1.467 -0.30
H 1.303 0.073 -0.298 0.33
H -0.067 1.133 -0.811 0.32
H -0.650 -1.165 -1.385 0.34
H -0.085 -1.730 0.255 0.33
H -0.457 1.723 1.556 0.44
```

Results
- Electronic energy: -12863.9532 eV
- Charge: 0
- M: 119.08 g mol⁻¹
- HOMO (spin up / spin down): -10.7 / -9.6 eV
- Energy relative to the best compared isomer or geometry (same formula, charge and spin): 860.8 kJ/mol